[1]
The following is a DFT calculation (ωB97M-V/def2-TZVPD) of a molecular structure, C5H7CuO4 in a non-equilibrium geometry.

Atoms and positions in Å:
O1 -1.2745 -0.3481 1.1642
C1 -1.7364 -1.4066 2.1431
O2 -1.7325 -2.4352 1.4489
O3 1.0273 -1.8548 -0.6834
C2 0.4650 -1.0934 -1.7820
C3 0.8283 0.3675 -1.7169
O4 0.0382 1.1450 -0.7870
C4 0.4475 1.1913 0.5601
C5 -0.7399 0.9257 1.4688
Cu1 -0.8144 -1.6307 -0.2872
H1 0.8033 -1.4781 -2.7658
H2 0.6534 0.8410 -2.6962
H3 1.8979 0.5087 -1.4461
H4 0.8571 2.1877 0.8039
H5 1.2267 0.4379 0.7520
H6 -1.5184 1.6861 1.3005
H7 -0.4288 0.9561 2.5232

Summary:
Total charge ... -1
Multiplicity ... 2
E_tot ... -58125.5211 eV
Molecular weight ... 194.7 g mol⁻¹
HOMO-LUMO gap (spin up / spin down) ... 6.765 / 7.907 eV
HOMO level (spin up / spin down) ... -0.1042 / -0.1528 Eh
Relative energy (zero: lowest compared OMol25 entry of this formula, charge and spin) ... 0.00 kcal per mole
Expectation value of S² ... 0.757

Atom charges from the Löwdin analysis, given in e for atoms 1 to 2:
1 O -0.29
2 C -0.21

***

[2]
The following is a DFT calculation (ωB97M-V/def2-TZVPD) of 2 unconnected molecules or ions with the total composition C4H7OS2 in a non-equilibrium geometry.

Atoms and positions in Å:
C1 -2.2134 1.8514 -0.0488
C2 0.9476 0.4890 0.7189
C3 0.4316 -0.9748 0.5921
C4 -0.3429 -1.2775 -0.6292
O1 -2.0667 2.7603 -0.7736
S1 -3.0322 0.7644 0.7887
S2 0.6654 -1.8287 -1.9585
H1 1.7048 0.6024 -0.0223
H2 1.5754 0.7334 1.5813
H3 0.0862 1.3060 0.6343
H4 0.0917 -1.3511 1.5890
H5 1.3872 -1.5537 0.5007
H6 -0.9513 -0.5062 -1.0459
H7 1.7165 -1.0149 -1.9267

Summary:
Total charge ... -1
Multiplicity ... 1
E_tot ... -27977.8404 eV
Molecular weight ... 135.2 g mol⁻¹
HOMO-LUMO gap ... 4.267 eV
HOMO level ... -0.0544 Eh
Relative energy (zero: lowest compared OMol25 entry of this formula, charge and spin) ... 71.21 kcal per mole

Atom charges from the Löwdin analysis, given in e for atoms 1 to 2:
1 C -0.83
2 C -0.15

***

[3]
The following is a DFT calculation (ωB97M-V/def2-TZVPD) of 2 unconnected molecules or ions with the total composition C3H5BrF2 in a non-equilibrium geometry.

Atoms and positions in Å:
C1 -0.4201 0.3571 -1.6921
C2 0.8474 0.1580 0.4653
C3 0.2468 -0.3856 -0.8212
F1 -1.8784 -0.8020 1.2977
F2 0.2897 -1.7427 -1.0818
Br1 2.8913 0.0910 0.4786
H1 -0.7013 0.0278 -2.6702
H2 -1.6331 -1.5539 0.7286
H3 -0.3367 1.4149 -1.5692
H4 0.4748 1.2006 0.4640
H5 0.5907 -0.2713 1.4928

Summary:
Multiplicity ... 1
E_tot ... -78668.4235 eV
Molecular weight ... 159.0 g mol⁻¹
HOMO-LUMO gap ... 10.631 eV
Structure (SMILES) ... C=C(F)CBr.F
HOMO level ... -0.3784 Eh
Relative energy (zero: lowest compared OMol25 entry of this formula, charge and spin) ... 21.77 kcal per mole

Atom charges from the Löwdin analysis, given in e for atoms 1 to 2:
1 C 0.08
2 C -0.49

***

[4]
The following is a DFT calculation (ωB97M-V/def2-TZVPD) of a molecular structure, C6H13NaO3 in a non-equilibrium geometry.

Atoms and positions in Å:
C1 -2.1024 0.5186 -2.9562
C2 -0.8863 1.4139 -3.0422
O1 0.3152 0.8587 -2.7358
Na1 1.3435 -1.1841 -1.8998
H1 -3.0044 1.0931 -3.2042
H2 -2.0262 -0.3021 -3.6817
H3 -2.2365 0.1472 -1.9295
H4 -0.9798 2.3033 -2.3732
H5 -0.7743 1.8967 -4.0426
O2 1.3915 0.1646 0.1286
C3 0.5395 0.1644 1.2630
C4 0.0000 -1.2189 1.5670
C5 -1.2372 -1.1796 2.4669
C6 -0.9520 -0.6809 3.8553
O3 -1.6406 0.1129 4.4536
H6 1.4025 1.1250 -0.3160
H7 -0.2864 0.8588 1.0297
H8 1.0921 0.5730 2.1243
H9 0.7936 -1.8294 2.0226
H10 -0.3090 -1.7304 0.6431
H11 -2.0439 -0.5792 2.0251
H12 -0.0709 -1.1436 4.3549
H13 -1.6180 -2.2079 2.5874

Summary:
Total charge ... +1
Multiplicity ... 2
E_tot ... -16983.8966 eV
Molecular weight ... 156.2 g mol⁻¹
HOMO-LUMO gap (spin up / spin down) ... 8.322 / 6.346 eV
HOMO level (spin up / spin down) ... -0.4574 / -0.4574 Eh
Relative energy (zero: lowest compared OMol25 entry of this formula, charge and spin) ... 0.00 kcal per mole
Expectation value of S² ... 0.754

Atom charges from the Löwdin analysis, given in e for atoms 1 to 2:
1 C -0.07
2 C -0.35

***

[5]
The following is a DFT calculation (ωB97M-V/def2-TZVPD) of a molecular structure, C33H45MgN5S in a non-equilibrium geometry.

Atoms and positions in Å:
Mg1 -0.3442 0.8322 -0.5566
N1 -4.8185 1.1953 1.2528
N2 -1.1027 0.6857 -3.7810
C1 1.6544 -1.1258 0.6865
C2 0.4988 -1.9092 0.7932
C3 -0.3397 -1.3435 1.8262
C4 -1.4927 -1.9189 2.3188
H1 -2.0330 -2.6577 1.7344
H2 -3.0375 -0.3814 1.7910
H3 -1.9008 -1.6029 3.2809
C5 0.2580 -0.0696 2.1877
C6 -0.2890 0.8459 3.2040
H4 -0.1465 0.4497 4.2239
H5 -1.3664 0.9881 3.0478
H6 0.1939 1.8297 3.1630
C7 1.5032 0.0281 1.5418
C8 2.5732 0.9858 1.9036
H7 2.2056 2.0214 1.9332
H8 3.4142 0.9498 1.1987
H9 2.9879 0.7590 2.9036
C9 0.2212 -3.2068 0.1494
H10 0.5557 -4.0473 0.7782
H11 0.7140 -3.2935 -0.8264
H12 -0.8595 -3.3285 -0.0009
C10 2.9109 -1.5394 0.0211
H13 3.5290 -0.6773 -0.2581
H14 2.6991 -2.1078 -0.8948
H15 3.5248 -2.1901 0.6708
C11 -5.4625 2.3378 1.0986
H16 -6.1581 2.6560 1.8658
C12 -5.2500 3.2068 -0.0038
H17 -5.7947 4.1390 -0.1012
C13 -4.3062 2.8632 -0.9674
H18 -4.1915 3.3615 -1.9380
C14 -3.5202 1.7382 -0.7564
H19 -2.7659 1.3546 -1.4386
C15 -3.7609 0.9817 0.4083
C16 -2.7209 0.1444 0.9194
H20 -2.0770 -0.4204 0.1607
C17 0.0157 0.4775 -3.0410
C18 -1.4491 -0.5935 -4.2654
H21 -2.4767 -0.9605 -4.3338
C19 -0.2901 -1.2829 -4.4372
H22 -0.0508 -1.9654 -5.2454
N3 0.6698 -0.6436 -3.6132
C20 2.0230 -0.9930 -3.5013
C21 2.4248 -2.2983 -3.8588
C22 3.7880 -2.5463 -3.9889
H23 4.1288 -3.5274 -4.3039
C23 4.7393 -1.5765 -3.6978
C24 6.2090 -1.8828 -3.8614
H24 6.8193 -1.3089 -3.1568
H25 6.5713 -1.6489 -4.8715
H26 6.3923 -2.9486 -3.6959
C25 4.3084 -0.3239 -3.2692
H27 5.0435 0.4314 -3.0156
C26 2.9554 0.0110 -3.1641
C27 2.5494 1.3614 -2.7084
H28 1.7288 1.7902 -3.3012
H29 3.4282 2.0199 -2.7804
H30 2.2515 1.3794 -1.6449
C28 1.4779 -3.4345 -4.0286
H31 0.8065 -3.3084 -4.8805
H32 0.8763 -3.6090 -3.1257
H33 2.0388 -4.3519 -4.2553
C29 1.6748 4.5397 1.6174
N4 0.3272 4.4979 2.1710
C30 0.1294 5.2933 3.3852
C31 -0.7212 4.0128 1.4825
S1 -0.4532 3.2242 -0.0667
N5 -1.9861 4.2931 1.9734
C32 -2.8801 5.2026 1.2670
C33 -2.5075 3.6265 3.1669
H34 2.0100 5.5847 1.5586
H35 1.6751 4.1015 0.6136
H36 2.3658 3.9924 2.2706
H37 -0.8013 5.8694 3.3198
H38 0.0982 4.6538 4.2783
H39 0.9770 5.9764 3.4792
H40 -2.6420 5.1794 0.1983
H41 -3.9195 4.8964 1.4205
H42 -2.7588 6.2339 1.6421
H43 -3.0304 2.6977 2.8931
H44 -1.6947 3.3847 3.8619
H45 -3.2152 4.2980 3.6720

Summary:
Total charge ... -2
Multiplicity ... 1
E_tot ... -58675.1254 eV
Molecular weight ... 568.1 g mol⁻¹
HOMO-LUMO gap (spin up / spin down) ... 3.403 / 3.707 eV
HOMO level (spin up / spin down) ... 0.0279 / 0.0168 Eh
Relative energy (zero: lowest compared OMol25 entry of this formula, charge and spin) ... 91.69 kcal per mole

Atom charges from the Löwdin analysis, given in e for atoms 1 to 2:
1 Mg 0.64
2 N 0.05

***

[6]
The following is a DFT calculation (ωB97M-V/def2-TZVPD) of a molecular structure, C6H13BrNO3S in a non-equilibrium geometry.

Atoms and positions in Å:
C1 -2.5873 -0.4552 -0.7247
C2 2.1122 1.0353 1.0564
C3 1.2344 -1.2574 1.7268
C4 -1.4189 -1.1755 -0.1635
C5 1.1229 -0.0787 0.7293
C6 -0.2893 0.2920 0.4210
N1 -0.4147 1.3401 -0.5417
O1 0.5736 -0.3260 -2.2805
O2 -1.3155 0.8925 -3.0801
O3 0.8649 2.0234 -2.6249
S1 -0.0955 0.9672 -2.2718
Br1 -1.1115 0.8962 2.1061
H1 -3.1731 0.0889 0.0671
H2 -2.3758 0.1520 -1.6339
H3 -3.2721 -1.1627 -1.0345
H4 1.8746 1.3550 2.0339
H5 3.1393 0.5003 0.9882
H6 1.9396 1.9798 0.3767
H7 2.2567 -1.7278 1.9348
H8 0.9332 -1.0400 2.6534
H9 0.7087 -2.2247 1.5548
H10 -0.7503 -1.7081 -1.0104
H11 -1.7000 -1.8610 0.5799
H12 1.5172 -0.6044 -0.2983
H13 0.2268 2.0987 -0.5641

Summary:
Total charge ... -1
Multiplicity ... 1
E_tot ... -94942.8207 eV
Molecular weight ... 259.1 g mol⁻¹
HOMO-LUMO gap ... 8.440 eV
HOMO level ... -0.2004 Eh
Relative energy (zero: lowest compared OMol25 entry of this formula, charge and spin) ... 37.85 kcal per mole

Atom charges from the Löwdin analysis, given in e for atoms 1 to 2:
1 C -0.19
2 C -0.08

***

What is the formula in the second record? C4H7OS2